# C2H5NO

A 2-piece molecular cluster, C2H5NO overall at a distorted geometry (ωB97M-V/def2-TZVPD, the Open Molecules 2025 dataset).

The geometry in XYZ format:
```
9
Properties=species:S:1:pos:R:3
C 1.20017 -1.71314 -0.01918
C -0.85978 1.36140 -0.02104
N -0.05295 1.52091 1.04478
O 1.26464 -1.24030 -1.12890
H 0.72120 -1.11829 0.77735
H 1.16975 -2.76002 0.29346
H -0.43659 1.61688 -0.98142
H -1.18438 0.29620 -0.09534
H -1.82206 2.03636 0.13030
```

## Properties
HOMO-LUMO gap (alpha / beta)   9.11 / 9.04 eV
LUMO energy (alpha / beta)   -0.452 / -0.434 eV
HOMO level (alpha / beta)   -9.565 / -9.477 eV
Multiplicity   1
F_max   2.82 eV/A